Record 1
# C18H40ClN2O10P2

A cluster of 3 separate species, C18H40ClN2O10P2 in total (ωB97M-V with the def2-TZVPD basis set, OMol25).

Positions of all 73 atoms, in Å:
C (-2.128, 3.430, -4.262)
C (-1.608, 4.003, -2.946)
N (-2.152, 5.022, -2.433)
C (-0.409, 3.449, -2.199)
C (-0.284, 1.899, -2.243)
C (-0.552, 1.376, -0.798)
C (-0.071, -0.064, -0.498)
C (0.065, -0.428, 1.010)
C (-0.591, 0.519, 2.022)
O (-0.026, 0.294, 3.323)
C (1.181, 0.883, 3.566)
C (1.962, 1.676, 2.527)
O (1.655, 0.743, 4.669)
C (1.248, -0.482, -1.176)
N (1.455, 0.141, -2.521)
C (1.180, 1.602, -2.577)
Cl (2.306, 2.370, -1.436)
H (-1.559, 2.579, -4.630)
H (-3.179, 3.183, -4.128)
H (-2.065, 4.222, -5.007)
H (-2.940, 5.328, -3.004)
H (-0.454, 3.832, -1.185)
H (0.473, 3.907, -2.657)
H (-0.956, 1.457, -2.977)
H (-1.636, 1.373, -0.684)
H (-0.085, 2.091, -0.130)
H (-0.825, -0.734, -0.919)
H (1.119, -0.569, 1.240)
H (-0.376, -1.415, 1.143)
H (-0.539, 1.578, 1.791)
H (-1.639, 0.239, 2.108)
H (1.351, 2.483, 2.117)
H (2.328, 1.051, 1.716)
H (2.810, 2.141, 3.012)
H (2.128, -0.277, -0.574)
H (1.203, -1.558, -1.338)
H (0.953, -0.380, -3.244)
H (2.447, 0.021, -2.752)
H (1.374, 1.928, -3.597)
C (4.022, -6.276, -3.731)
O (3.558, -5.032, -4.308)
P (4.439, -3.661, -3.987)
O (3.446, -2.615, -4.382)
O (5.531, -3.984, -5.122)
C (5.119, -4.025, -6.490)
O (5.586, -2.784, -3.172)
C (5.431, -2.682, -1.745)
H (3.376, -7.072, -4.090)
H (5.049, -6.483, -4.038)
H (3.962, -6.238, -2.643)
H (4.201, -3.461, -6.653)
H (4.967, -5.060, -6.795)
H (5.917, -3.596, -7.090)
H (5.467, -3.665, -1.275)
H (4.482, -2.194, -1.497)
H (6.251, -2.082, -1.360)
C (-5.340, 2.710, 4.889)
O (-5.730, 1.339, 4.675)
P (-4.887, 0.165, 5.512)
O (-5.267, -1.046, 4.740)
O (-5.720, 0.375, 6.876)
C (-7.114, 0.067, 6.879)
O (-3.576, -0.343, 6.384)
C (-2.291, -0.145, 5.764)
H (-6.021, 3.345, 4.328)
H (-5.404, 2.970, 5.949)
H (-4.324, 2.880, 4.529)
H (-7.375, -0.630, 6.084)
H (-7.691, 0.985, 6.761)
H (-7.354, -0.378, 7.842)
H (-2.114, 0.915, 5.578)
H (-2.238, -0.696, 4.822)
H (-1.523, -0.516, 6.436)

Properties
Gap between HOMO and LUMO: 8.0887 eV
Total charge: +1
Relative energy (zero: lowest compared OMol25 entry of this formula, charge and spin): 308.42 kJ/mol



Record 2
# C18H40CuOP2Si

A structure of composition C18H40CuOP2Si (ωB97M-V with the def2-TZVPD basis set, OMol25).

Positions of all 63 atoms, in Å:
P (4.138, 1.612, 0.325)
P (4.182, -1.479, -0.614)
C (5.765, 0.672, 0.384)
C (5.800, -0.521, -0.578)
H (5.893, 0.328, 1.421)
H (6.580, 1.376, 0.158)
H (5.985, -0.176, -1.606)
H (6.608, -1.217, -0.304)
C (4.597, -2.806, 0.594)
H (3.806, -3.578, 0.561)
H (4.618, -2.400, 1.621)
H (5.564, -3.279, 0.375)
C (4.446, -2.401, -2.174)
H (5.416, -2.919, -2.199)
H (4.389, -1.710, -3.035)
H (3.641, -3.149, -2.297)
C (4.304, 2.542, 1.893)
H (3.485, 3.282, 1.967)
H (5.265, 3.071, 1.970)
H (4.205, 1.854, 2.753)
C (4.606, 2.938, -0.864)
H (4.690, 2.529, -1.887)
H (5.554, 3.422, -0.593)
H (3.806, 3.702, -0.879)
Cu (-2.333, -0.086, -0.001)
C (-0.879, -1.225, -1.114)
C (-0.775, -1.616, 0.143)
C (0.266, -1.187, 1.143)
C (-0.147, 0.032, 1.989)
C (-0.968, 1.030, 1.234)
C (-0.764, 1.429, -0.034)
C (0.340, 1.000, -0.936)
C (0.012, -0.224, -1.816)
C (-3.975, 1.184, 0.506)
H (-1.458, -1.868, -1.841)
H (-1.325, -2.565, 0.461)
H (1.228, -0.961, 0.617)
H (0.524, -2.030, 1.839)
H (-0.756, -0.340, 2.853)
H (0.743, 0.505, 2.453)
H (-1.627, 1.662, 1.891)
H (-1.313, 2.359, -0.390)
H (1.259, 0.781, -0.332)
H (0.651, 1.845, -1.608)
H (-0.527, 0.145, -2.726)
H (0.944, -0.688, -2.204)
H (-4.746, 1.367, -0.396)
H (-3.539, 2.261, 0.455)
H (-4.370, 1.049, 1.441)
C (-6.929, 0.682, -1.441)
Si (-6.218, -0.337, -0.033)
C (-6.909, 0.274, 1.606)
C (-6.620, -2.097, -0.275)
O (-4.418, -0.455, -0.110)
H (-8.026, 0.520, -1.431)
H (-6.544, 0.321, -2.390)
H (-6.745, 1.739, -1.338)
H (-8.004, 0.123, 1.564)
H (-6.512, -0.326, 2.418)
H (-6.712, 1.320, 1.774)
H (-6.231, -2.440, -1.219)
H (-6.223, -2.686, 0.536)
H (-7.717, -2.189, -0.283)

Properties
Gap between HOMO and LUMO (alpha / beta): 5.6411 / 7.3775 eV
Spin multiplicity: 2
Relative energy (zero: lowest compared OMol25 entry of this formula, charge and spin): 364.13 kJ/mol



Record 3
# C18H40NO21S4

A cluster of 7 separate species, C18H40NO21S4 in total (ωB97M-V with the def2-TZVPD basis set, OMol25).

Positions of all 84 atoms, in Å:
N (0.557, 1.542, -1.651)
O (0.603, 2.695, -2.145)
O (-0.593, 1.041, -1.344)
O (1.609, 0.944, -1.458)
O (-5.909, -0.460, 0.052)
S (-6.124, -0.624, -1.310)
O (-6.115, 0.541, -2.129)
O (-4.808, -1.469, -1.909)
C (-3.506, -0.775, -1.961)
C (-2.279, -1.685, -2.127)
C (-7.518, -1.643, -1.729)
H (-3.334, -0.192, -1.169)
H (-3.545, -0.105, -2.725)
H (-1.357, -1.422, -2.246)
H (-2.446, -2.632, -2.645)
H (-2.061, -1.886, -1.166)
H (-7.064, -2.433, -1.140)
H (-7.534, -1.796, -2.851)
H (-8.321, -1.197, -1.286)
O (3.282, -0.940, 4.103)
S (3.571, -2.179, 3.439)
O (3.386, -3.387, 4.193)
O (2.395, -2.182, 2.111)
C (1.111, -1.533, 2.338)
C (0.417, -1.280, 0.941)
C (4.974, -2.047, 2.573)
H (1.322, -0.612, 2.739)
H (0.557, -2.146, 3.087)
H (-0.100, -2.175, 0.766)
H (1.140, -1.060, 0.156)
H (-0.206, -0.376, 1.074)
H (5.839, -2.258, 3.412)
H (5.329, -1.192, 2.235)
H (4.970, -2.664, 1.677)
O (-0.815, 2.708, 4.380)
S (-0.458, 2.947, 2.976)
O (0.434, 2.037, 2.297)
O (-1.981, 3.091, 2.302)
C (-2.182, 2.733, 0.940)
C (-3.729, 2.904, 0.559)
C (0.300, 4.571, 2.981)
H (-1.974, 1.869, 0.669)
H (-1.614, 3.371, 0.408)
H (-4.293, 3.888, 0.543)
H (-4.402, 2.179, 0.950)
H (-3.973, 2.752, -0.499)
H (1.217, 4.678, 3.387)
H (-0.187, 5.278, 3.462)
H (0.085, 4.890, 2.006)
O (2.687, -4.414, -2.674)
S (2.506, -3.820, -1.338)
O (1.089, -3.674, -0.921)
O (3.281, -4.654, -0.231)
C (2.991, -5.955, 0.175)
C (3.761, -6.592, 1.294)
C (3.331, -2.272, -1.214)
H (2.961, -6.683, -0.568)
H (1.861, -5.822, 0.417)
H (3.517, -7.555, 1.534)
H (3.989, -5.935, 2.094)
H (4.807, -6.674, 0.846)
H (3.534, -1.807, -0.240)
H (2.807, -1.707, -1.791)
H (4.249, -2.349, -1.594)
C (3.548, 1.680, 1.115)
C (2.967, 2.797, 0.339)
O (3.233, 3.900, 1.101)
C (4.233, 3.562, 2.046)
O (4.782, 4.297, 2.697)
O (4.485, 2.289, 1.980)
H (3.791, 0.803, 0.458)
H (2.676, 1.498, 1.799)
H (1.925, 2.685, 0.580)
H (3.229, 3.055, -0.684)
C (-2.121, 3.522, -2.994)
C (-2.125, 2.342, -4.001)
O (-3.403, 2.363, -4.655)
C (-4.136, 3.341, -4.018)
O (-5.236, 3.573, -4.335)
O (-3.487, 3.861, -3.005)
H (-1.611, 4.425, -3.295)
H (-1.550, 3.597, -2.124)
H (-1.945, 1.534, -3.458)
H (-1.284, 2.519, -4.602)

Properties
Gap between HOMO and LUMO: 8.2404 eV
Total charge: -1
Relative energy (zero: lowest compared OMol25 entry of this formula, charge and spin): 0.00 kJ/mol



Record 4
# C18H40OOsP2Si

A structure of composition C18H40OOsP2Si (ωB97M-V with the def2-TZVPD basis set, OMol25).

Positions of all 63 atoms, in Å:
P (0.514, 1.384, -0.540)
P (-1.331, -1.037, 0.144)
C (1.336, -0.219, -0.152)
C (0.433, -1.448, -0.108)
H (1.904, -0.084, 0.778)
H (2.091, -0.370, -0.930)
H (0.490, -2.023, -1.046)
H (0.724, -2.098, 0.725)
C (-1.258, -0.677, 1.963)
H (-2.122, -1.160, 2.436)
H (-1.372, 0.458, 2.110)
H (-0.295, -0.995, 2.371)
C (-2.389, -2.418, -0.236)
H (-1.930, -3.371, 0.063)
H (-2.571, -2.419, -1.320)
H (-3.349, -2.283, 0.280)
C (1.566, 2.760, -0.055)
H (1.185, 3.663, -0.550)
H (2.609, 2.596, -0.353)
H (1.510, 2.902, 1.030)
C (0.619, 1.387, -2.366)
H (-0.112, 0.693, -2.794)
H (1.632, 1.084, -2.660)
H (0.421, 2.403, -2.730)
Os (-1.468, 1.175, 0.324)
C (3.003, -2.899, -0.083)
C (3.055, -2.486, 1.197)
C (4.308, -1.987, 1.842)
C (5.166, -1.011, 0.985)
C (4.425, -0.111, 0.037)
C (4.218, -0.392, -1.264)
C (4.487, -1.730, -1.886)
C (4.178, -2.980, -1.011)
C (-1.962, 2.759, -0.879)
H (2.093, -3.359, -0.489)
H (2.229, -2.669, 1.892)
H (4.956, -2.840, 2.121)
H (4.047, -1.484, 2.786)
H (5.692, -0.353, 1.697)
H (5.943, -1.588, 0.461)
H (4.150, 0.868, 0.452)
H (3.957, 0.404, -1.972)
H (5.546, -1.800, -2.194)
H (3.901, -1.810, -2.816)
H (3.949, -3.794, -1.720)
H (5.092, -3.288, -0.481)
H (-2.765, 2.459, -1.569)
H (-1.159, 3.254, -1.445)
H (-2.381, 3.478, -0.150)
C (-5.354, 1.572, -1.164)
Si (-4.810, 1.464, 0.647)
C (-4.934, 3.226, 1.322)
C (-6.106, 0.379, 1.505)
O (-3.365, 0.796, 0.951)
H (-6.407, 1.888, -1.218)
H (-5.261, 0.602, -1.668)
H (-4.760, 2.305, -1.721)
H (-5.980, 3.553, 1.417)
H (-4.462, 3.281, 2.312)
H (-4.414, 3.932, 0.662)
H (-6.178, -0.609, 1.028)
H (-5.835, 0.219, 2.558)
H (-7.100, 0.849, 1.474)

Properties
Gap between HOMO and LUMO (alpha / beta): 6.1797 / 3.3786 eV
Spin multiplicity: 5
Total charge: +2
Relative energy (zero: lowest compared OMol25 entry of this formula, charge and spin): 34.47 kJ/mol



Record 5
# C18H40OP2SiTi

A structure of composition C18H40OP2SiTi (ωB97M-V with the def2-TZVPD basis set, OMol25).

Positions of all 63 atoms, in Å:
P (0.944, 0.511, -1.172)
P (-0.312, 0.290, 1.651)
C (-0.326, -0.823, -0.902)
C (-1.286, -0.401, 0.223)
H (0.226, -1.723, -0.606)
H (-0.866, -1.055, -1.827)
H (-1.942, 0.406, -0.126)
H (-1.926, -1.233, 0.540)
C (0.052, -1.198, 2.670)
H (0.459, -0.871, 3.631)
H (0.815, -1.800, 2.169)
H (-0.843, -1.806, 2.840)
C (-1.591, 1.138, 2.658)
H (-2.461, 0.499, 2.841)
H (-1.905, 2.050, 2.142)
H (-1.145, 1.427, 3.615)
C (2.224, -0.330, -2.184)
H (2.962, 0.375, -2.582)
H (1.737, -0.858, -3.008)
H (2.731, -1.071, -1.559)
C (0.142, 1.610, -2.409)
H (-0.649, 2.187, -1.921)
H (-0.280, 1.045, -3.248)
H (0.888, 2.316, -2.785)
Ti (1.469, 1.433, 0.833)
C (-4.526, -2.871, -0.566)
C (-3.629, -3.715, -0.044)
C (-2.968, -4.927, -0.647)
C (-3.014, -5.068, -2.185)
C (-2.362, -3.911, -2.904)
C (-2.887, -2.725, -3.233)
C (-4.271, -2.177, -3.005)
C (-5.146, -2.880, -1.943)
C (3.160, 2.468, 0.090)
H (-4.840, -2.043, 0.071)
H (-3.311, -3.511, 0.980)
H (-3.402, -5.833, -0.196)
H (-1.916, -4.921, -0.332)
H (-2.477, -5.986, -2.447)
H (-4.043, -5.216, -2.517)
H (-1.314, -4.065, -3.160)
H (-2.224, -2.029, -3.748)
H (-4.816, -2.168, -3.962)
H (-4.166, -1.120, -2.722)
H (-6.101, -2.344, -1.897)
H (-5.385, -3.895, -2.267)
H (3.172, 3.495, 0.470)
H (3.228, 2.508, -1.005)
H (4.061, 1.962, 0.464)
C (4.450, 3.252, 3.961)
Si (3.962, 3.870, 2.269)
C (3.137, 5.534, 2.465)
C (5.550, 4.088, 1.277)
O (2.791, 2.726, 1.595)
H (5.153, 3.972, 4.429)
H (4.945, 2.264, 3.862)
H (3.546, 3.151, 4.594)
H (3.842, 6.243, 2.944)
H (2.842, 5.922, 1.468)
H (2.234, 5.425, 3.101)
H (6.074, 3.115, 1.186)
H (5.324, 4.485, 0.266)
H (6.210, 4.806, 1.804)

Properties
Gap between HOMO and LUMO (alpha / beta): 5.9777 / 5.3200 eV
Spin multiplicity: 3
Relative energy (zero: lowest compared OMol25 entry of this formula, charge and spin): 58.27 kJ/mol



Record 6
# C18H41CeN2P3S2

A structure of composition C18H41CeN2P3S2 (ωB97M-V with the def2-TZVPD basis set, OMol25).

Positions of all 67 atoms, in Å:
Ce (0.179, -0.013, -1.333)
P (-1.509, 1.988, -0.150)
P (-1.952, -1.564, 0.709)
P (2.168, 1.916, -1.789)
H (-1.219, -3.601, -1.746)
C (-0.301, -3.032, -1.995)
C (0.891, -3.070, -1.368)
H (1.064, -3.549, -0.395)
C (-2.670, 2.201, -1.548)
C (-2.615, 2.075, 1.295)
C (-0.685, 3.612, -0.047)
C (-1.855, -3.379, 0.996)
C (-2.662, -1.288, 2.393)
C (-3.562, -1.491, -0.163)
C (3.628, 0.941, -2.309)
C (2.880, 3.287, -0.845)
C (1.478, 2.768, -3.245)
H (-0.465, -2.328, -2.854)
H (1.772, -2.625, -1.865)
H (-3.276, 3.099, -1.368)
H (-3.325, 1.323, -1.633)
H (-2.115, 2.316, -2.491)
H (-3.024, 3.093, 1.373)
H (-2.050, 1.844, 2.211)
H (-3.447, 1.369, 1.187)
H (-1.430, 4.374, 0.227)
H (-0.220, 3.877, -1.007)
H (0.101, 3.577, 0.720)
H (-2.854, -3.847, 0.989)
H (-1.404, -3.567, 1.983)
H (-1.244, -3.853, 0.227)
H (-3.550, -1.933, 2.483)
H (-2.966, -0.250, 2.538)
H (-1.903, -1.546, 3.142)
H (-4.240, -2.155, 0.387)
H (-3.421, -1.837, -1.195)
H (-3.960, -0.469, -0.123)
H (4.107, 1.388, -3.196)
H (3.393, -0.118, -2.525)
H (4.320, 0.934, -1.452)
H (3.492, 3.880, -1.539)
H (3.478, 2.870, -0.029)
H (2.087, 3.894, -0.396)
H (2.331, 3.211, -3.773)
H (0.808, 3.577, -2.905)
H (0.978, 2.062, -3.934)
C (1.627, -1.244, -6.053)
C (1.117, -0.550, -7.174)
C (1.336, -1.017, -8.471)
C (2.063, -2.218, -8.675)
C (2.607, -2.899, -7.572)
C (2.396, -2.408, -6.286)
S (1.490, -0.507, -4.434)
H (0.363, -0.873, -3.735)
H (0.538, 0.365, -7.079)
H (0.965, -0.509, -9.371)
H (2.206, -2.641, -9.680)
H (3.172, -3.837, -7.714)
H (2.801, -2.925, -5.427)
N (-0.138, 1.254, 3.619)
C (0.370, 0.210, 2.928)
N (0.333, -1.016, 3.533)
S (1.106, 0.365, 1.342)
H (-0.397, 1.124, 4.598)
H (0.007, 2.199, 3.321)
H (1.010, -1.673, 3.175)
H (0.347, -1.017, 4.550)

Properties
Gap between HOMO and LUMO (alpha / beta): 6.6714 / 6.7622 eV
Spin multiplicity: 2
Total charge: +3
Relative energy (zero: lowest compared OMol25 entry of this formula, charge and spin): 0.00 kJ/mol



Strongest force on any atom in eV/A, matching the order above: 6.7 6.2 9.2 6.1 10.7 2.1